Computed, not measured: a molecular structure, C26H30MoN6O5S in a non-equilibrium geometry, with the ωB97M-V functional and the def2-TZVPD basis.

Calculated values
Energy above the lowest of the compared OMol25 structures with the same formula, charge and spin, kJ/mol: 56.7
Kohn-Sham gap (alpha / beta), Eh: 0.2669 / 0.2786
E, eV: -59306.7333
<S²>: 2.02

Geometry as ORCA input:
```
! wB97M-V def2-TZVPD RIJCOSX def2/J DEFGRID3
* xyz 2 3
Mo -0.83 0.13 -0.01
C 6.49 2.64 -2.74
C 5.21 1.91 -2.44
C 4.09 2.61 -1.98
C 2.89 1.96 -1.75
C 2.83 0.59 -1.98
C 3.93 -0.13 -2.42
C 5.11 0.54 -2.65
S 1.36 -0.28 -1.67
O 1.40 -1.61 -2.18
O 0.15 0.52 -2.02
N 0.97 -0.39 -0.05
C 1.62 -0.85 1.10
C 2.93 -1.22 1.26
C 3.38 -1.63 2.53
C 2.54 -1.63 3.61
C 1.19 -1.23 3.48
C 0.27 -1.16 4.55
C -1.01 -0.73 4.30
C -1.40 -0.40 3.01
N -0.57 -0.46 1.97
C 0.73 -0.86 2.20
H 6.60 3.51 -2.10
H 6.49 2.99 -3.77
H 7.35 1.98 -2.61
H 4.16 3.68 -1.80
H 2.03 2.51 -1.40
H 3.83 -1.20 -2.59
H 5.97 -0.02 -3.00
H 3.60 -1.20 0.41
H 4.41 -1.93 2.64
H 2.91 -1.93 4.58
H 0.59 -1.43 5.54
H -1.73 -0.65 5.10
H -2.41 -0.08 2.79
C -5.17 -2.62 -0.22
N -4.03 -1.96 -0.86
C -4.34 -0.69 -1.51
C -2.76 -2.29 -0.59
O -1.85 -1.39 -0.47
N -2.37 -3.56 -0.48
C -3.19 -4.68 -0.93
C -1.00 -3.82 -0.05
H -5.74 -1.87 0.33
H -4.84 -3.38 0.48
H -5.83 -3.07 -0.96
H -5.13 -0.87 -2.23
H -3.47 -0.32 -2.04
H -4.67 0.06 -0.79
H -3.96 -4.33 -1.61
H -3.65 -5.20 -0.10
H -2.55 -5.38 -1.47
H -0.84 -3.48 0.98
H -0.28 -3.33 -0.70
H -0.82 -4.89 -0.08
C -3.37 4.26 -0.37
N -2.04 3.83 0.05
C -1.05 4.72 0.42
C 0.17 4.32 0.82
C 0.51 2.90 0.86
O 1.57 2.41 1.18
N -0.54 2.07 0.46
C -1.76 2.52 0.11
O -2.58 1.58 -0.15
H -3.33 5.30 -0.67
H -4.09 4.16 0.45
H -3.70 3.65 -1.20
H -1.32 5.76 0.36
H 0.93 5.03 1.11
*
```

Atom charges from the Mulliken analysis, given in e for atoms 1 to 5:
1 Mo -0.880
2 C -1.489
3 C 0.943
4 C -1.079
5 C -0.218